No. 1
# C36H104N8O12

A 12-piece molecular cluster, C36H104N8O12 overall in a non-equilibrium geometry (wB97M-V/def2-TZVPD, OMol25).

Last column: Löwdin charge in e.
CARTESIAN COORDINATES (ANGSTROEM)
O (21.9563, 0.4837, 3.0036)  -0.112
O (23.0430, -6.9494, 10.3367)  -0.200
O (16.7769, 2.8856, 3.1087)  -0.114
O (28.1246, 3.4366, 11.4164)  -0.192
O (27.1506, 7.1937, 2.7152)  -0.111
O (16.4654, 7.4717, 11.6137)  -0.210
O (24.8282, 10.9656, 5.9837)  -0.206
O (18.2103, -2.4524, 10.9541)  -0.131
O (22.3137, 0.5781, 14.2754)  -0.223
O (21.8352, 2.3236, 6.4959)  -0.196
O (17.7610, 7.6932, -0.4345)  -0.200
O (20.1942, -4.5557, 4.7724)  -0.210
N (25.9320, 5.7023, 13.3556)  0.021
N (27.6741, 13.2306, 6.2879)  0.024
N (20.5178, 7.3268, 0.0748)  0.026
N (24.1897, -10.3098, 9.3142)  0.015
N (18.9947, 5.0017, 12.2319)  0.029
N (21.7266, 2.9372, 15.3500)  0.017
N (21.7228, -4.3387, 2.5705)  0.045
N (20.8314, 1.2385, 9.9603)  0.032
C (27.5258, 2.1817, 11.7402)  -0.112
C (23.1475, -0.4890, 14.6241)  -0.120
C (24.1952, 9.9790, 6.7249)  -0.128
C (24.2253, -8.8808, 9.3608)  -0.440
C (18.2792, 7.5891, 0.8893)  -0.203
C (16.6725, 8.5823, -0.5341)  -0.110
C (21.1301, 2.0603, 7.6624)  -0.236
C (22.2767, -0.2595, 8.4684)  -0.039
C (26.6578, 12.4742, 5.5019)  -0.436
C (20.1999, 6.5836, 2.2689)  -0.060
C (22.9431, 3.2553, 6.7359)  -0.061
C (19.8746, 6.9289, 11.0374)  -0.070
C (22.3949, -5.0407, 3.6504)  -0.466
C (23.8974, -4.9204, 3.6673)  -0.052
C (19.5260, 6.7258, 0.9163)  -0.470
C (18.6748, 6.3935, 11.8626)  -0.415
C (23.0475, 1.1848, 2.4652)  -0.181
C (18.9515, -3.5606, 11.4356)  -0.162
C (19.6002, -4.5156, 6.1063)  -0.084
C (23.0401, -8.3941, 10.2557)  -0.160
C (16.7594, 8.8739, 11.2364)  -0.059
C (27.8336, 4.4151, 12.4241)  -0.175
C (21.1457, 1.9112, 16.0993)  -0.411
C (21.1338, 0.6933, 15.0981)  -0.166
C (24.0974, -8.4704, 7.8640)  -0.058
C (17.3624, 6.5123, 11.0932)  -0.221
C (26.8566, 5.9027, 2.3206)  -0.195
C (24.0763, -6.3986, 11.1947)  -0.103
C (26.3257, 4.8200, 12.2333)  -0.411
C (21.6670, -4.4789, 4.8720)  -0.199
C (19.6774, 2.3437, 16.5866)  -0.044
C (26.1216, 11.3998, 6.4317)  -0.189
C (17.2367, 1.5878, 2.8794)  -0.188
C (25.9164, 5.4673, 10.8959)  -0.059
C (27.3119, 11.9231, 4.3184)  -0.093
C (21.7851, 1.2326, 8.8034)  -0.395
H (25.9130, 13.1820, 5.1379)  0.145
H (19.6099, -3.1850, 12.2188)  0.063
H (20.8977, 3.0644, 8.0172)  0.113
H (19.9948, 7.5928, -0.7473)  0.063
H (22.1081, -6.0922, 3.6533)  0.137
H (23.0786, -0.1208, 7.7432)  0.066
H (26.6166, 7.8083, 2.2066)  0.077
H (20.7931, 7.1521, 11.5803)  0.068
H (16.5447, 0.9948, 2.2814)  0.070
H (26.4371, 6.5695, 13.2416)  0.061
H (21.0023, 5.8665, 2.0954)  0.075
H (27.6697, 5.3320, 1.8720)  0.075
H (25.0229, 6.0654, 13.1070)  0.057
H (23.7096, 2.5683, 7.0947)  0.080
H (17.6873, 9.2370, 11.6782)  0.075
H (20.6367, 7.4869, 2.6948)  0.080
H (28.1326, 4.0910, 13.4209)  0.118
H (27.7608, 1.6643, 10.8101)  0.091
H (22.0863, -8.7529, 9.8689)  0.128
H (23.9216, -5.3387, 11.3969)  0.081
H (26.3526, 5.0695, 9.9796)  0.073
H (22.3632, 3.4639, 15.9308)  0.080
H (27.8888, 1.6465, 12.6177)  0.091
H (19.6849, 7.8748, 10.5300)  0.065
H (20.0286, -5.3151, 6.7107)  0.079
H (16.6538, 5.6972, 11.2400)  0.126
H (21.3885, 1.0296, 10.7764)  0.060
H (24.2053, -7.4228, 7.5828)  0.069
H (23.6511, -0.2593, 15.5632)  0.085
H (15.9883, 2.8373, 3.6540)  0.074
H (24.1034, -3.8501, 3.6783)  0.076
H (22.6259, -1.4461, 14.6370)  0.093
H (20.1039, 6.2043, 10.2561)  0.071
H (24.8426, 5.3184, 10.7825)  0.069
H (22.7344, 1.6683, 9.1150)  0.107
H (16.8893, 8.8479, 10.1545)  0.079
H (22.7625, -0.7641, 9.3035)  0.061
H (16.3140, 8.6484, -1.5613)  0.087
H (18.9498, 2.4025, 15.7771)  0.061
H (25.0941, -6.5210, 10.8244)  0.073
H (18.7413, -1.6622, 10.8302)  0.067
H (24.0617, -0.3823, 14.0402)  0.087
H (24.3128, -5.3129, 2.7391)  0.083
H (19.3270, 5.7744, 0.4231)  0.145
H (19.6787, -3.5678, 6.6389)  0.080
H (24.1315, -6.8522, 12.1843)  0.077
H (24.9239, -9.0050, 7.3959)  0.063
H (15.9022, 9.4901, 11.5078)  0.083
H (20.7565, -4.4420, 2.8456)  0.055
H (20.9782, -0.2770, 15.5697)  0.112
H (17.5075, 7.1866, 1.5454)  0.130
H (22.4517, 2.5415, 14.7687)  0.062
H (21.8895, -3.3715, 2.8088)  0.066
H (25.9936, 5.9881, 1.6602)  0.082
H (26.4368, 2.1727, 11.6943)  0.072
H (23.6103, 0.5687, 1.7638)  0.082
H (21.3725, -0.8039, 8.1964)  0.066
H (23.1439, 10.0999, 6.4636)  0.092
H (21.9291, -3.4309, 5.0172)  0.121
H (20.2676, 0.6891, 14.4363)  0.120
H (25.9985, 11.8649, 7.4098)  0.117
H (24.3878, 10.0782, 7.7932)  0.085
H (28.4667, 5.2898, 12.2750)  0.119
H (27.4345, 12.6490, 3.5146)  0.086
H (23.7482, 1.4513, 3.2565)  0.067
H (21.7094, 1.0359, 3.7490)  0.061
H (26.6707, 10.4867, 6.6617)  0.130
H (18.1636, 1.7362, 2.3253)  0.083
H (18.6563, 8.5710, 1.1755)  0.124
H (19.8633, 5.0334, 12.7464)  0.062
H (25.7339, 3.9113, 12.3438)  0.107
H (22.7963, 4.0779, 7.4358)  0.087
H (21.8034, 1.6756, 16.9359)  0.127
H (18.6007, 7.0095, 12.7588)  0.131
H (17.5130, 6.5775, 10.0156)  0.121
H (19.6947, 3.3590, 16.9830)  0.061
H (15.8098, 8.2362, 0.0351)  0.085
H (19.4823, 6.1172, 2.9439)  0.076
H (23.2469, 3.6437, 5.7638)  0.083
H (18.5417, -4.7313, 5.9614)  0.084
H (23.2173, -8.7257, 11.2788)  0.109
H (24.4948, -10.6730, 10.2059)  0.075
H (19.7166, -3.7916, 10.6944)  0.070
H (17.3339, 0.9239, 3.7384)  0.074
H (24.5807, 9.0182, 6.3837)  0.085
H (22.7746, 2.1636, 2.0708)  0.074
H (23.2286, -8.8422, 7.3209)  0.078
H (20.5860, 8.2753, 0.4152)  0.065
H (26.5601, 5.2832, 3.1670)  0.070
H (19.1798, 1.7455, 17.3499)  0.061
H (28.2246, 11.4163, 4.6320)  0.085
H (26.7542, 11.0699, 3.9323)  0.078
H (24.8618, -10.6380, 8.6355)  0.068
H (18.3724, -4.3937, 11.8340)  0.084
H (28.3677, 12.5591, 6.5849)  0.063
H (18.3398, 4.6125, 12.8950)  0.066
H (20.2009, 1.5297, 7.4544)  0.130
H (22.0011, -4.8906, 5.8244)  0.108
H (28.1455, 13.9102, 5.7082)  0.065
H (20.4275, 2.1538, 10.0991)  0.056
H (17.0367, 9.5579, -0.2120)  0.087
H (26.0527, 6.5469, 10.8334)  0.071
H (25.2040, -8.5264, 9.6841)  0.123
H (24.2413, -5.3563, 4.6053)  0.077

Output
net charge	0



No. 2
# C61H56ClN3O32P3S

A 8-piece molecular cluster, C61H56ClN3O32P3S overall in a non-equilibrium geometry (wB97M-V/def2-TZVPD, OMol25).

Last column: Löwdin charge in e.
CARTESIAN COORDINATES (ANGSTROEM)
Cl (2.5563, 2.6709, 0.1206)  0.228
S (-3.3548, 7.5542, -1.4795)  0.312
P (2.4102, 3.4621, -1.8923)  0.732
P (-2.4783, 6.9503, -3.1548)  0.402
P (-3.1386, 0.9295, -2.0703)  0.884
O (0.7514, -8.2638, -2.8417)  0.118
O (-6.9479, -5.1373, 1.9337)  0.120
O (-9.3806, 2.4844, -3.2436)  0.057
O (-6.8511, -5.9370, 10.2107)  0.083
O (1.8870, 7.7161, -4.1166)  -0.037
O (12.5553, -1.4738, 5.8007)  0.082
O (4.2378, 6.1058, -4.0046)  -0.030
O (9.3777, 8.2792, -3.3500)  0.090
O (-1.4236, 8.2446, -3.6292)  -0.264
O (-11.5976, 0.9774, 0.6519)  0.090
O (9.4236, -6.1364, 5.6488)  0.080
O (-9.8696, -1.1543, 0.5949)  0.118
O (-0.6862, -4.1955, -4.7770)  0.076
O (-0.7847, -3.2180, -2.2140)  0.069
O (-2.8313, -4.6151, 4.2017)  0.049
O (9.5149, -0.9457, 1.9295)  0.110
O (0.5670, -7.3129, -0.2736)  0.090
O (9.7580, -4.4950, 3.4746)  0.093
O (-2.9656, -6.6069, 6.2077)  0.077
O (5.0395, 7.3688, -1.7032)  0.092
O (5.8371, -3.6432, 0.6812)  0.082
O (-1.6511, -4.7968, 1.7302)  0.095
O (-5.1231, -8.0687, 10.1537)  0.110
O (12.2926, -3.1629, 7.9484)  0.110
O (-3.6683, 6.7991, -4.4661)  -0.262
O (4.8239, -1.3936, -0.5214)  0.081
O (-4.6341, -4.4300, 6.3152)  0.093
O (-7.7121, 0.3076, -3.3511)  0.060
O (-5.7614, -5.4082, -0.5265)  0.082
O (3.4037, 4.8743, -1.8476)  -0.402
O (8.4597, 1.3244, 0.8039)  0.081
O (8.5468, 7.0954, -5.6828)  0.118
N (0.6439, 6.2611, -2.5893)  -0.179
N (-4.8331, 3.8802, -4.1579)  0.029
N (-0.0997, 5.1314, -2.4828)  -0.091
C (1.6515, -1.1323, 1.2593)  -0.130
C (-3.5916, -4.7960, 3.0609)  -0.185
C (-10.6455, 0.8585, -0.3439)  -0.203
C (8.4238, -1.0637, 1.3830)  -0.294
C (0.5570, 3.7895, -2.1465)  -0.210
C (0.0312, -6.2590, -3.8689)  0.083
C (-4.7724, -5.2681, 7.1992)  -0.294
C (-9.5189, 1.6463, -2.3595)  -0.298
C (-5.1621, 4.5569, -1.4355)  -0.033
C (7.7014, -2.3447, 1.3404)  0.089
C (5.8672, 7.2998, -2.6049)  -0.295
C (-8.6453, 0.4405, -2.3394)  -0.211
C (-2.0743, 2.5087, -2.2150)  -0.196
C (-5.0033, -5.1993, 0.6110)  -0.204
C (-6.3159, 4.0651, -4.3146)  -0.084
C (0.2631, -6.5068, -1.3552)  -0.199
C (-4.0099, -7.3945, 8.1791)  0.079
C (6.3792, 6.5663, -4.8990)  0.090
C (0.1667, 0.9251, -1.6463)  -0.223
C (-4.7492, 1.2015, -1.0818)  -0.318
C (-3.6732, -5.1140, 0.5455)  0.082
C (-7.4117, 4.4665, -3.1650)  -0.015
C (-8.7564, -0.4801, -1.3797)  0.078
C (-3.8988, -6.4740, 7.2194)  -0.201
C (11.1558, -2.9439, 4.5851)  0.079
C (-5.7234, -5.0730, 1.9077)  -0.296
C (10.8484, -4.6832, 6.8550)  0.079
C (-4.3160, 4.1452, -2.7738)  -0.245
C (8.0981, 7.7698, -3.4740)  -0.203
C (-0.1200, -5.2402, -1.1835)  0.068
C (-0.3552, -4.9933, -3.6972)  -0.207
C (-5.0072, -7.2473, 9.2504)  -0.305
C (5.5082, 6.6400, -3.8907)  -0.177
C (-10.5323, 1.7810, -1.3015)  0.081
C (-5.7858, -5.1335, 8.2573)  0.077
C (-3.4397, 0.1629, -3.7930)  -0.297
C (1.0339, 6.9642, -1.3537)  -0.046
C (-2.8728, -4.8946, 1.7604)  -0.290
C (11.6871, -3.4768, 6.9296)  -0.305
C (-1.6181, 5.2959, -2.7198)  -0.080
C (5.8995, -1.2679, 0.0542)  -0.307
C (-2.6624, 3.9968, -2.5703)  -0.039
C (10.2157, -5.0055, 5.7251)  -0.208
C (1.8510, 5.3059, -4.9448)  -0.012
C (1.4437, 6.4650, -3.8100)  -0.256
C (6.5227, -2.4430, 0.7227)  -0.204
C (6.6101, 0.0186, 0.1174)  0.073
C (-5.8991, -6.0559, 9.2149)  -0.206
C (-9.7536, -0.3328, -0.3084)  -0.302
C (7.7872, 0.1180, 0.7381)  -0.204
C (-0.4157, 2.4329, -2.0119)  -0.049
C (0.3789, -7.1022, -2.7147)  -0.300
C (-6.8168, 4.7093, -1.6284)  0.007
C (-4.9219, -4.8778, 3.1257)  0.093
C (-0.1712, 0.4270, -0.1206)  -0.231
C (7.7297, 7.1346, -4.7690)  -0.300
C (0.4052, -1.1170, 0.1646)  -0.223
C (7.2261, 7.8466, -2.4668)  0.080
C (11.7858, -2.6196, 5.7159)  -0.205
C (-0.4447, -4.3893, -2.3390)  -0.306
C (10.3367, -4.1630, 4.5037)  -0.300
H (-7.5576, 4.9635, -0.7582)  0.096
H (9.8133, 8.1027, -4.2123)  0.120
H (-3.0815, -5.8140, 5.6401)  0.067
H (12.9060, -1.4625, 6.7178)  0.117
H (10.7710, -5.2878, 7.7496)  0.139
H (9.0777, -6.1511, 4.7298)  0.115
H (6.1307, 6.0916, -5.8398)  0.140
H (-4.5571, 0.1399, -4.1401)  0.056
H (-2.8213, 0.8142, -4.5794)  0.066
H (-5.5934, 1.7633, -1.6941)  0.034
H (1.6365, 7.9741, -1.5311)  0.140
H (1.3234, -1.5736, 2.3175)  0.086
H (-4.7007, 4.7219, -0.3530)  0.110
H (-8.5440, 4.5528, -3.4589)  0.095
H (-7.8279, 1.1005, -3.9187)  0.107
H (11.2206, -2.3311, 3.6948)  0.127
H (3.8003, 6.2876, -3.1445)  0.058
H (-0.9308, -3.3254, -4.3932)  0.105
H (0.2816, 1.0873, 0.7325)  0.073
H (2.0377, -0.0410, 1.4578)  0.046
H (-3.1662, 6.4149, -5.2619)  0.096
H (1.3127, 0.7944, -1.8401)  0.096
H (-5.2153, 0.1668, -0.7548)  0.064
H (-6.6936, -5.4309, -0.2181)  0.118
H (1.5160, 5.7868, -5.9849)  0.118
H (-8.1264, -1.3602, -1.3516)  0.137
H (3.0145, 5.1509, -4.9047)  0.088
H (3.9319, 4.9445, -0.9991)  0.085
H (0.0522, 7.2985, -0.7630)  0.113
H (7.4798, 8.3076, -1.5208)  0.139
H (-3.1370, -5.2018, -0.3907)  0.130
H (5.0148, -3.4566, 0.1778)  0.112
H (-1.6961, 8.5242, -4.5546)  0.096
H (0.1028, -6.7101, -4.8505)  0.141
H (-0.2064, -4.7939, -0.2011)  0.114
H (-1.3386, 0.3499, 0.1143)  0.087
H (1.2243, 4.3235, -4.8245)  0.071
H (-5.4574, -4.8055, 4.0640)  0.126
H (8.1670, -3.1914, 1.8285)  0.124
H (-6.7312, -6.7269, 10.7818)  0.118
H (2.5558, -1.8116, 0.9115)  0.064
H (-6.4260, -4.2614, 8.2206)  0.137
H (1.6733, 6.3521, -0.5709)  0.102
H (0.6761, -1.6836, -0.8330)  0.096
H (-6.7604, 3.8641, -5.4049)  0.118
H (-4.4838, 1.7875, -0.0840)  0.067
H (0.8175, -8.1814, -0.6577)  0.120
H (6.1370, 0.8689, -0.3575)  0.130
H (-11.4777, 0.1875, 1.2231)  0.121
H (-1.8998, -4.5864, 3.8925)  0.131
H (-0.4620, -1.7578, 0.6756)  0.110
H (9.2847, 1.1363, 1.3021)  0.118
H (-0.3739, 0.1462, -2.3720)  0.115
H (-11.1725, 2.6530, -1.3381)  0.140
H (-3.3800, -8.2747, 8.2071)  0.139
H (-2.9146, -0.9039, -3.8077)  0.049

Output
net charge	+1



Here are the calculated orbital gap numbers, same order: 8.98 5.63 (eV).